44
Properties=species:S:1:pos:R:3:forces:R:3:lowdin_spin:R:1 method="wB97M-V/def2-TZVPD" multiplicity=4 e_tot_ev=-89706.558 s_squared=3.81 fmax_ev_per_a=8.5 e_lumo_ev="-12.26 / -11.70" molar_mass_g_mol=497.57 total_charge=+3 orbital_gap_ev="4.770 / 5.337"
N 2.9060 1.0623 3.3367 -0.2 0.5 -2.2 0.00
C 2.3679 0.0150 2.6886 0.2 0.3 0.4 0.00
Mn -0.1540 -0.8867 -4.6500 -2.5 -0.2 0.0 2.98
H 1.9867 -0.8589 3.2155 0.2 0.3 -0.2 0.00
H 0.3870 0.8110 -4.9329 0.5 1.0 -0.2 0.01
H -4.3735 0.9509 0.0123 0.1 0.1 0.6 0.00
H 0.6633 -2.2929 -3.8216 0.2 -0.5 0.3 0.01
C 1.4392 -1.6751 -3.2954 0.6 0.3 0.1 0.00
C -0.5191 -1.2584 0.7253 2.2 -7.3 3.6 0.00
H 2.3927 -1.6910 -3.8549 -0.4 -0.1 0.1 0.00
C -3.4575 -1.5722 1.6699 0.2 -0.2 -0.7 0.00
H 2.7807 1.1167 -1.1635 0.0 -0.2 -0.4 0.00
H 2.1471 1.1429 -4.5084 -0.1 -0.3 -0.4 0.00
H -3.8564 -1.8136 0.6686 0.1 0.1 0.4 0.00
P -2.8952 0.1434 1.7355 -0.7 0.2 0.8 0.00
H 3.1903 -0.5639 -1.5058 0.0 0.1 -0.1 0.00
H -3.7992 2.2742 1.0712 -0.1 -0.2 0.1 0.00
N 3.9663 3.0027 2.4753 -0.3 -0.4 0.3 0.00
C 2.7775 0.3467 -1.9501 -0.1 0.2 -0.3 0.00
P 1.0792 0.0364 -2.5892 0.9 0.3 0.7 0.01
C 1.1279 1.0642 -4.1322 0.0 0.8 0.8 0.02
H -1.9149 -2.0909 -0.7321 0.2 0.2 0.0 0.00
O -0.1259 -1.6769 1.8233 -1.4 2.1 -3.3 0.00
H 1.5693 -2.2354 -2.3718 0.0 -0.4 -0.2 0.00
Cl -2.1007 -0.5486 -3.5504 1.5 -0.4 -0.8 -0.04
H 3.7116 3.6879 1.7803 0.0 0.3 0.0 0.00
H -5.0555 1.1355 1.6676 0.1 0.0 0.0 0.00
N 2.9435 1.3376 1.0842 -0.5 0.1 2.1 0.00
N 3.2015 1.8683 2.2854 0.0 -1.9 0.2 0.00
I -0.7708 0.6558 0.4099 -1.1 4.0 -0.4 0.00
H 0.8391 2.0874 -3.8299 -0.1 -0.4 -0.3 0.00
H -0.2327 -2.0083 -1.2664 -0.3 0.2 0.3 0.00
C -0.8767 -2.2019 -0.3967 0.2 -0.2 -0.3 0.00
H 3.3727 0.6592 -2.8220 0.2 -0.1 0.5 0.00
H -1.8603 1.5279 3.4001 -0.2 -0.1 0.1 0.00
H -4.2712 -1.6919 2.4114 0.3 0.3 -0.2 0.00
C -4.1459 1.2314 1.0636 0.2 0.2 -0.8 0.00
H -0.7008 -3.2387 -0.0882 -0.1 0.3 0.2 0.00
H -2.6458 -2.2635 1.9191 -0.2 0.1 0.1 0.00
N 2.3612 0.1468 1.3549 0.2 1.1 0.0 0.00
H -3.2506 0.6028 4.0457 -0.1 0.0 0.0 0.00
H -1.6752 -0.2100 3.7719 -0.2 0.2 -0.1 0.00
H 3.8411 3.3147 3.4473 0.1 -0.1 -0.6 0.00
C -2.3699 0.5576 3.3980 0.4 0.0 -0.1 0.00